Version a
# C4H8N

A cluster of 2 separate species, C4H8N in total (ωB97M-V/def2-TZVPD, the OMol25 dataset).

Geometry (Å):
C  0.875  -0.260  1.443
C  -0.632  -0.091  1.294
C  0.496  0.561  -1.177
C  0.220  0.002  0.109
N  0.010  -0.741  -1.281
H  1.586  0.458  1.813
H  1.079  -1.361  1.652
H  -1.089  -1.000  1.541
H  -1.105  0.781  1.663
H  -0.967  2.833  -1.944
H  1.457  0.986  -1.490
H  -0.923  -0.679  -1.604
H  0.543  -1.459  -1.924

frontier orbital gap (alpha / beta): 0.33804 / 0.38426 Eh
net charge: +1
E_LUMO (alpha / beta): -5.405 / -3.710 eV

=====

Version b
# C4H8N

A cluster of 2 separate species, C4H8N in total (ωB97M-V/def2-TZVPD, the OMol25 dataset).

Geometry (Å):
C  1.397  -1.636  -1.871
C  0.839  -0.024  -0.430
C  -0.382  0.651  1.515
C  -1.325  1.149  0.430
N  -0.348  -0.102  0.274
H  2.266  -1.371  -2.365
H  0.886  -2.634  -1.666
H  1.162  0.994  -0.696
H  0.432  1.249  2.005
H  -0.810  -0.050  2.202
H  -2.339  0.817  0.470
H  -1.178  2.082  -0.180
H  -0.601  -1.125  0.311

frontier orbital gap (alpha / beta): 0.32592 / 0.33939 Eh
net charge: +1
E_LUMO (alpha / beta): -4.817 / -4.092 eV

=====

Version c
# C4H8N

The ion C4H8N with charge +1 (ωB97M-V/def2-TZVPD, the OMol25 dataset).

Geometry (Å):
C  2.152  -0.037  0.338
C  1.159  -0.696  -0.196
C  0.279  1.396  -0.097
C  -1.201  -0.594  0.281
N  -0.078  0.031  -0.547
H  3.229  0.042  0.489
H  1.078  -1.676  -0.420
H  0.194  1.573  0.968
H  0.633  2.142  -0.830
H  -0.978  -0.465  1.251
H  -2.289  -0.174  0.148
H  -1.264  -1.566  -0.173
H  -0.482  -0.069  -1.483

frontier orbital gap (alpha / beta): 0.34442 / 0.33397 Eh
net charge: +1
E_LUMO (alpha / beta): -4.955 / -5.178 eV

=====

Energies in kJ/mol, measured from the most stable structure: version a 169.1; version b 244.2; version c 0.0.

=====

Version a
# C4H8N

The ion C4H8N with charge +1 (ωB97M-V/def2-TZVPD, the OMol25 dataset).

Geometry (Å):
C  2.174  -0.422  0.592
C  1.645  0.666  0.230
N  0.296  0.689  -0.126
C  -0.515  -0.262  -0.189
C  -1.976  -0.107  -0.447
H  3.211  -0.384  1.031
H  1.684  -1.384  0.873
H  2.238  1.609  0.092
H  -0.232  1.586  -0.183
H  0.018  -1.271  -0.144
H  -2.188  0.778  -1.041
H  -2.209  -1.061  -0.954
H  -2.468  0.248  0.436

SMILES: C=C/[NH+]=C/C
frontier orbital gap: 0.37144 Eh
net charge: +1
E_LUMO: -5.189 eV

=====

Version b
# C4H8N

The ion C4H8N with charge +1 (ωB97M-V/def2-TZVPD, the OMol25 dataset).

Geometry (Å):
C  0.027  -1.329  0.709
N  0.108  -0.012  0.207
C  0.735  0.203  -1.113
C  -0.673  0.631  -0.839
C  -0.315  1.310  0.414
H  -0.966  -1.404  1.217
H  0.175  -2.087  0.081
H  0.869  -1.466  1.432
H  0.819  -0.770  -1.587
H  1.466  0.968  -1.181
H  -1.660  0.298  -1.051
H  0.480  2.192  0.537
H  -1.065  1.466  1.173

SMILES: C[N@+]12C[C@H]1C2
frontier orbital gap: 0.50221 Eh
net charge: +1
E_LUMO: -2.884 eV

=====

Energies in kJ/mol, measured from the most stable structure: version a 0.0; version b 142.2.

=====

Version a
# C4H8N

The ion C4H8N with charge +1 (ωB97M-V/def2-TZVPD, the OMol25 dataset).

Geometry (Å):
C  -0.378  1.001  0.936
C  -0.435  -0.019  0.013
C  -1.750  -0.576  -0.434
C  1.892  -0.176  -0.289
N  0.584  -0.383  -0.830
H  0.633  1.406  1.272
H  -2.497  -0.348  0.462
H  -1.341  1.318  1.483
H  -1.723  -1.707  -0.627
H  -1.952  -0.138  -1.488
H  1.984  -0.013  0.794
H  2.434  0.679  -0.775
H  2.549  -1.045  -0.516

frontier orbital gap: 0.27900 Eh
net charge: +1
E_LUMO: -8.502 eV

=====

Version b
# C4H8N

The ion C4H8N with charge +1 (ωB97M-V/def2-TZVPD, the OMol25 dataset).

Geometry (Å):
C  0.471  -1.449  -1.212
N  0.252  -0.198  -1.083
C  -0.174  0.483  0.114
C  -0.185  1.808  0.027
C  -0.374  -0.318  1.356
H  1.003  -1.852  -2.063
H  0.083  -2.110  -0.449
H  0.750  0.395  -1.746
H  -0.196  2.282  -0.944
H  -0.271  2.387  0.936
H  -0.796  0.382  2.080
H  0.545  -0.708  1.787
H  -1.110  -1.102  1.196

SMILES: C=[NH+]C(=C)C
frontier orbital gap: 0.34408 Eh
net charge: +1
E_LUMO: -5.523 eV

=====

Energies in kJ/mol, measured from the most stable structure: version a 314.6; version b 0.0.

=====

Version a
# C9H14O

A cluster of 2 separate species, C9H14O in total (ωB97M-V/def2-TZVPD, the OMol25 dataset).

Geometry (Å):
C  2.314  -1.080  -2.394
C  -0.163  0.873  -0.420
C  0.476  2.136  -0.241
C  0.464  -0.227  -0.938
C  1.748  -0.054  -1.470
C  1.791  2.249  -0.701
C  2.458  1.199  -1.266
H  -1.233  0.777  -0.300
H  -0.051  2.982  0.176
H  -0.028  -1.185  -1.019
H  2.330  3.188  -0.654
H  3.102  -0.616  -2.949
H  1.592  -1.316  -3.179
H  3.463  1.318  -1.646
H  2.661  -1.961  -1.867
C  -1.866  -0.731  1.812
C  -3.313  -0.811  2.228
O  -1.011  -1.270  2.851
H  -1.734  -1.299  0.888
H  -1.466  0.284  1.753
H  -3.942  -0.896  1.337
H  -0.386  -1.875  2.445
H  -3.680  0.042  2.793
H  -3.527  -1.730  2.760

frontier orbital gap (alpha / beta): 0.31699 / 0.17561 Eh
multiplicity: 2
expectation value of S²: 0.77
net charge: +1
E_LUMO (alpha / beta): -4.498 / -8.325 eV

=====

Version b
# C9H14O

A cluster of 2 separate species, C9H14O in total (ωB97M-V/def2-TZVPD, the OMol25 dataset).

Geometry (Å):
C  2.791  1.603  0.084
C  2.879  0.595  1.228
H  2.185  1.341  -0.781
H  2.452  2.577  0.448
H  3.742  1.772  -0.419
H  3.564  0.905  2.016
H  3.056  -0.391  0.857
H  1.924  0.723  1.738
C  -1.204  1.706  -1.170
C  -2.153  -1.909  -0.907
C  -1.988  -0.655  -1.399
C  -1.562  -2.212  0.345
C  -1.235  0.305  -0.650
C  -0.792  -1.270  1.089
C  -0.608  -0.026  0.573
O  -1.764  -3.347  0.964
H  -2.571  -2.696  -1.524
H  -2.461  -0.391  -2.333
H  -2.132  -4.016  0.366
H  -0.467  -1.581  2.071
H  -1.290  2.374  -0.318
H  -2.097  1.915  -1.744
H  -0.043  0.753  1.054
H  -0.228  1.925  -1.590

frontier orbital gap (alpha / beta): 0.37812 / 0.25572 Eh
multiplicity: 2
expectation value of S²: 0.77
net charge: +1
E_LUMO (alpha / beta): -3.718 / -7.421 eV

=====

Energies in kJ/mol, measured from the most stable structure: version a 115.0; version b 0.0.

=====

Version a
# C6H5NO4

The molecule C6H5NO4 (ωB97M-V/def2-TZVPD, the OMol25 dataset).

Geometry (Å):
O  2.271  -1.800  0.528
C  1.355  -1.169  0.081
O  0.359  -0.996  0.965
C  -0.919  -0.618  0.429
C  -1.285  0.698  1.159
O  -0.569  1.809  0.619
C  0.548  1.511  -0.045
O  1.593  2.011  0.184
N  0.356  0.631  -1.153
C  -0.665  -0.323  -1.112
C  1.146  -0.579  -1.229
H  -1.593  -1.400  0.665
H  -2.392  0.963  0.992
H  -0.770  0.638  2.158
H  -1.094  -0.604  -1.978
H  1.660  -0.770  -2.264

SMILES: O=C1O[C@H]2COC(=O)N3[C@H]2[C@H]13
frontier orbital gap: 0.37478 Eh
E_LUMO: 0.040 eV

=====

Version b
# C6H5NO4

A structure of composition C6H5NO4 (ωB97M-V/def2-TZVPD, the OMol25 dataset).

Geometry (Å):
C  -0.825  -1.276  0.996
C  -1.363  -1.857  -0.260
C  -1.424  -1.112  -1.464
C  -0.671  -0.013  -1.616
C  -0.086  0.505  -0.470
C  -0.092  -0.059  0.782
H  0.222  -2.042  2.719
H  -1.867  -2.853  0.044
H  -1.648  -1.586  -2.499
H  -0.332  0.614  -2.529
H  1.044  1.307  1.630
N  1.063  1.488  -0.778
O  -0.803  -2.134  2.032
O  0.589  0.413  1.884
O  1.610  1.966  0.214
O  1.343  1.882  -1.845

frontier orbital gap: 0.31047 Eh
E_LUMO: -0.487 eV

=====

Version c
# C6H5NO4

The molecule C6H5NO4 (ωB97M-V/def2-TZVPD, the OMol25 dataset).

Geometry (Å):
C  -1.230  0.832  -2.764
O  -0.340  0.837  -1.605
C  -0.770  0.084  -0.545
O  -1.886  -0.448  -0.464
N  0.089  -0.052  0.536
C  -0.284  -0.268  1.833
O  -1.369  -0.197  2.408
C  0.888  -0.542  2.627
C  1.977  -0.562  1.754
C  1.403  -0.348  0.418
O  2.076  -0.369  -0.618
H  -1.518  -0.175  -3.004
H  -0.750  1.259  -3.623
H  -2.176  1.384  -2.593
H  0.842  -0.689  3.697
H  3.048  -0.746  1.943

SMILES: COC(=O)N1C(=O)C=CC1=O
frontier orbital gap: 0.35193 Eh
E_LUMO: -1.192 eV

=====

Energies in kJ/mol, measured from the most stable structure: version a 200.7; version b 449.7; version c 0.0.

=====

Version a
# C20H28N4O2S

The molecule C20H28N4O2S (ωB97M-V/def2-TZVPD, the OMol25 dataset).

Geometry (Å):
C  -4.612  -2.288  -2.082
C  -3.760  -1.653  -0.978
N  -4.486  -0.919  0.042
C  -5.411  -1.741  0.804
C  -5.712  -1.142  2.174
C  -5.045  0.345  -0.418
C  -4.499  1.514  0.421
N  -3.061  1.429  0.507
C  -2.235  2.238  -0.188
O  -2.613  3.217  -0.801
C  -0.781  1.873  -0.107
C  0.150  2.914  -0.134
C  1.500  2.645  -0.088
C  1.948  1.326  -0.030
C  3.386  1.033  0.011
O  4.230  1.901  0.001
N  3.733  -0.320  0.066
C  5.154  -0.673  0.121
C  5.909  -0.027  1.302
C  7.060  0.759  0.670
C  7.327  0.024  -0.640
C  5.920  -0.272  -1.150
C  2.815  -1.334  0.048
S  3.175  -2.944  0.072
N  1.495  -1.000  0.009
C  1.016  0.283  -0.027
C  -0.349  0.557  -0.061
H  -5.216  -1.534  -2.582
H  -3.966  -2.757  -2.820
H  -5.274  -3.047  -1.672
H  -3.046  -0.961  -1.435
H  -3.189  -2.440  -0.472
H  -4.938  -2.716  0.947
H  -6.361  -1.900  0.267
H  -6.298  -0.231  2.084
H  -4.787  -0.916  2.698
H  -6.282  -1.855  2.765
H  -6.140  0.345  -0.367
H  -4.758  0.519  -1.458
H  -4.910  1.492  1.432
H  -4.746  2.465  -0.053
H  -2.715  0.581  0.925
H  -0.216  3.927  -0.195
H  2.236  3.434  -0.100
H  5.178  -1.759  0.228
H  5.260  0.616  1.893
H  6.291  -0.811  1.955
H  6.731  1.774  0.454
H  7.935  0.799  1.317
H  7.861  -0.909  -0.449
H  7.905  0.618  -1.346
H  5.491  0.634  -1.575
H  5.892  -1.061  -1.901
H  0.853  -1.782  -0.005
H  -1.046  -0.269  -0.081

SMILES: CCN(CC)CCNC(=O)c1ccc2c(=O)n(C3CCCC3)c(=S)[nH]c2c1
frontier orbital gap: 0.30687 Eh
E_LUMO: -0.167 eV

=====

Version b
# C20H28N4O2S

The molecule C20H28N4O2S (ωB97M-V/def2-TZVPD, the OMol25 dataset).

Geometry (Å):
C  -5.701  -1.787  -0.502
O  -5.822  -0.385  -0.492
C  -4.708  0.364  -0.289
C  -3.431  -0.146  -0.077
C  -2.358  0.707  0.114
C  -2.530  2.087  0.092
C  -1.446  3.092  0.263
O  -1.678  4.263  0.478
N  -0.175  2.596  0.129
C  0.982  3.355  0.162
C  1.159  4.714  0.336
C  2.543  4.897  0.254
N  3.166  3.755  0.049
N  2.216  2.812  -0.011
C  2.639  1.444  -0.192
C  2.101  0.809  -1.478
C  2.615  -0.626  -1.589
N  2.187  -1.369  -0.425
C  2.155  -2.812  -0.571
C  3.513  -3.516  -0.470
C  1.169  -3.372  0.454
S  -0.190  -2.169  0.611
C  -1.316  -3.179  1.621
C  2.825  -0.849  0.767
C  2.310  0.565  1.018
C  -3.820  2.590  -0.106
C  -4.890  1.750  -0.295
H  -6.703  -2.168  -0.691
H  -5.029  -2.127  -1.297
H  -5.346  -2.166  0.462
H  -3.249  -1.208  -0.060
H  -1.399  0.246  0.299
H  -0.065  1.610  -0.052
H  0.395  5.443  0.496
H  3.100  5.809  0.337
H  3.730  1.517  -0.277
H  1.011  0.776  -1.478
H  2.425  1.392  -2.341
H  3.714  -0.614  -1.689
H  2.195  -1.093  -2.483
H  1.736  -3.000  -1.567
H  4.199  -3.113  -1.211
H  3.946  -3.383  0.518
H  3.393  -4.581  -0.655
H  0.755  -4.326  0.127
H  1.625  -3.501  1.437
H  -2.155  -2.547  1.891
H  -0.801  -3.507  2.519
H  -1.660  -4.036  1.047
H  3.924  -0.826  0.666
H  2.571  -1.478  1.620
H  2.774  0.983  1.912
H  1.233  0.510  1.182
H  -3.951  3.661  -0.108
H  -5.885  2.136  -0.452

SMILES: COc1ccc(C(=O)Nc2ccnn2C2CCN([C@@H](C)CSC)CC2)cc1
frontier orbital gap: 0.31397 Eh
E_LUMO: 0.450 eV

=====

Energies in kJ/mol, measured from the most stable structure: version a 0.0; version b 185.2.

=====

Version a
# CH10O6

A cluster of 5 separate species, CH10O6 in total (ωB97M-V/def2-TZVPD, the OMol25 dataset).

Geometry (Å):
O  -0.344  -1.078  1.785
C  0.821  -0.554  1.545
O  1.378  0.056  0.255
H  1.648  -1.107  1.976
H  0.552  0.700  0.329
O  -1.096  0.340  -2.057
H  -0.873  -0.606  -2.113
H  -1.197  0.554  -1.101
O  -0.276  -2.085  -0.734
H  -0.464  -1.888  0.174
H  0.639  -1.851  -0.620
O  -1.638  0.639  0.799
H  -1.230  -0.343  1.149
H  -1.288  1.279  1.464
O  0.813  2.102  -0.723
H  1.754  1.957  -0.461
H  0.799  1.884  -1.668

SMILES: O=CO.O.O.O.O
frontier orbital gap: 0.30775 Eh
E_LUMO: -1.994 eV

=====

Version b
# CH10O6

A cluster of 5 separate species, CH10O6 in total (ωB97M-V/def2-TZVPD, the OMol25 dataset).

Geometry (Å):
O  -0.523  2.955  -1.447
C  -0.028  1.793  -1.594
O  -0.408  0.686  -0.993
H  0.631  1.644  -2.543
H  -0.143  -0.051  -1.650
O  -0.317  -2.955  0.617
H  0.382  -2.449  1.069
H  -1.194  -2.624  0.788
O  0.409  -0.651  2.207
H  0.489  0.304  1.960
H  -0.075  -0.642  3.057
O  0.228  2.121  1.373
H  0.064  2.533  0.479
H  0.234  2.846  2.077
O  -0.106  -1.632  -2.018
H  -0.450  -2.121  -1.208
H  0.807  -1.758  -2.174

SMILES: O=CO.O.O.O.O
frontier orbital gap: 0.40665 Eh
E_LUMO: 0.488 eV

=====

Energies in kJ/mol, measured from the most stable structure: version a 301.8; version b 0.0.

=====

Version a
# C3H2Br2P2

A structure of composition C3H2Br2P2 (ωB97M-V/def2-TZVPD, the OMol25 dataset).

Geometry (Å):
C  -1.118  0.113  0.454
C  -0.335  -0.625  -0.288
C  0.344  1.660  -0.856
P  -0.913  2.027  0.189
P  0.614  0.100  -1.698
Br  -0.324  -2.393  -0.214
Br  0.982  4.283  -2.150
H  -1.792  -0.384  1.273
H  1.830  -0.446  -1.068

frontier orbital gap (alpha / beta): 0.28023 / 0.24337 Eh
E_LUMO (alpha / beta): -1.882 / -2.812 eV

=====

Version b
# C3H2Br2P2

The molecule C3H2Br2P2 (ωB97M-V/def2-TZVPD, the OMol25 dataset).

Geometry (Å):
Br  0.744  2.572  -0.706
C  0.374  0.738  -0.273
C  -0.251  -0.200  -1.086
P  -0.481  -1.830  -0.374
P  0.014  -1.236  1.626
C  0.638  0.294  1.107
Br  1.383  1.507  2.414
H  -0.620  0.092  -1.986
H  -1.800  -1.937  -0.722

SMILES: BrC1=C[PH]#P=C1Br
frontier orbital gap: 0.29328 Eh
E_LUMO: -0.857 eV

=====

Energies in kJ/mol, measured from the most stable structure: version a 323.8; version b 0.0.